C17H36BNO25S5 | ωB97M-V/def2-TZVPD

Calculated values
**Total energy**: -125739.287 eV
**SMILES**: CCCCNOC(=O)OB(O)OCC.O=S1(=O)OCCO1.O=S1(=O)OCCO1.O=S1(=O)OCCO1.O=S1(=O)OCCO1.O=S1(=O)OCCO1
**Orbital gap**: 0.332 Eh
**Relative energy (zero: lowest compared OMol25 entry of this formula, charge and spin)**: 0.000 eV
**Molecular weight**: 825.60 u
**HOMO level**: -9.21 eV

Geometry as XYZ:
```
85
Properties=species:S:1:pos:R:3:lowdin_charge:R:1
C -8.128 -0.265 -1.805 -0.11
C -8.131 -1.805 -1.611 -0.24
C -6.990 -2.215 -0.659 -0.20
C -5.654 -1.956 -1.349 -0.21
N -4.510 -2.309 -0.495 0.00
O -3.457 -2.920 -1.233 0.01
C -2.708 -1.966 -1.858 -0.52
O -3.058 -1.431 -2.861 0.20
O -1.477 -1.697 -1.348 0.16
B -1.467 -0.801 -0.264 -0.76
O -2.193 -1.064 0.876 0.20
O -0.693 0.312 -0.342 0.13
C -0.369 0.927 0.911 -0.21
C 0.812 1.896 0.762 -0.05
H -7.490 -0.024 -2.655 0.07
H -9.154 0.041 -2.018 0.07
H -7.821 0.235 -0.883 0.04
H -7.915 -2.239 -2.591 0.10
H -9.100 -2.139 -1.240 0.10
H -7.084 -3.250 -0.317 0.11
H -7.046 -1.519 0.186 0.11
H -5.586 -0.887 -1.563 0.10
H -5.605 -2.467 -2.316 0.13
H -4.849 -2.973 0.193 0.12
H -2.191 -2.018 1.023 0.12
H -0.065 0.176 1.642 0.12
H -1.229 1.440 1.348 0.12
H 0.498 2.931 0.896 0.07
H 1.308 1.759 -0.201 0.08
H 1.562 1.662 1.520 0.03
O -7.859 2.117 0.419 -0.23
S -6.910 3.112 0.768 0.60
O -6.971 3.810 1.998 -0.21
O -6.829 4.167 -0.436 -0.19
C -5.486 4.247 -0.933 -0.16
C -4.898 2.877 -0.669 -0.16
O -5.439 2.500 0.604 -0.19
H -4.960 5.023 -0.374 0.13
H -5.490 4.501 -1.990 0.14
H -3.812 2.885 -0.633 0.14
H -5.231 2.148 -1.412 0.13
O 0.391 -1.948 -5.079 -0.20
S 1.025 -2.106 -3.822 0.64
O 0.315 -1.962 -2.601 -0.19
O 2.334 -1.171 -3.799 -0.18
C 3.501 -1.964 -3.553 -0.18
C 3.173 -3.325 -4.121 -0.16
O 1.791 -3.523 -3.802 -0.18
H 3.661 -2.014 -2.476 0.11
H 4.369 -1.518 -4.030 0.13
H 3.781 -4.115 -3.691 0.12
H 3.278 -3.338 -5.208 0.14
O 6.526 -3.018 -3.221 -0.20
S 6.573 -2.880 -1.810 0.61
O 6.920 -1.655 -1.185 -0.22
O 7.481 -4.049 -1.214 -0.17
C 6.733 -4.834 -0.273 -0.15
C 5.300 -4.732 -0.745 -0.15
O 5.175 -3.374 -1.199 -0.21
H 6.860 -4.393 0.717 0.14
H 7.097 -5.857 -0.262 0.14
H 4.582 -4.939 0.042 0.14
H 5.110 -5.394 -1.593 0.13
O 3.432 1.797 2.472 -0.24
S 4.823 1.827 2.182 0.60
O 5.771 2.296 3.128 -0.21
O 5.028 2.609 0.805 -0.18
C 5.704 1.769 -0.145 -0.14
C 5.302 0.363 0.239 -0.16
O 5.273 0.383 1.677 -0.18
H 6.779 1.922 -0.034 0.14
H 5.405 2.026 -1.157 0.14
H 6.000 -0.387 -0.118 0.08
H 4.297 0.123 -0.118 0.14
O 0.586 3.118 6.846 -0.22
S 1.689 3.992 7.020 0.60
O 1.838 4.786 8.185 -0.22
O 1.790 4.933 5.726 -0.19
C 3.078 4.791 5.112 -0.16
C 3.506 3.380 5.444 -0.17
O 3.045 3.174 6.789 -0.19
H 3.751 5.528 5.555 0.13
H 3.008 4.962 4.041 0.13
H 4.583 3.246 5.385 0.13
H 3.013 2.653 4.798 0.11
```

C32H34BeFN5O6S | ωB97M-V/def2-TZVPD

Calculated values
**Total energy**: -67424.901 eV
**Orbital gap**: 0.206 Eh
**Relative energy (zero: lowest compared OMol25 entry of this formula, charge and spin)**: 1.908 eV
**Molecular weight**: 644.73 u
**HOMO level**: -7.48 eV

Geometry as XYZ:
```
80
Properties=species:S:1:pos:R:3:lowdin_charge:R:1
Be 0.737 -3.048 0.249 0.10
C 2.788 4.268 0.106 -0.07
C 2.231 3.729 1.417 -0.21
N 1.363 2.581 1.237 -0.05
C 1.906 1.314 1.352 0.01
C 1.262 0.160 1.170 -0.04
C 2.122 -1.076 1.429 -0.53
O 3.289 -0.919 1.750 0.05
O 1.541 -2.218 1.328 0.00
C -0.227 0.132 0.880 -0.35
O -0.635 -1.967 -0.144 -0.19
C -0.736 1.558 0.644 -0.06
C -2.049 1.712 0.224 0.07
C -2.572 2.959 -0.024 -0.20
F -3.841 3.077 -0.498 0.05
C -1.821 4.105 0.165 -0.18
C -0.513 3.970 0.600 0.05
C 0.050 2.710 0.832 -0.13
N -2.331 5.405 -0.138 -0.13
C -1.962 5.958 -1.426 -0.11
C -2.056 7.501 -1.327 -0.07
N -2.450 7.828 0.083 0.03
C -3.796 7.250 0.409 -0.07
C -3.704 5.719 0.193 -0.13
H 3.443 5.124 0.281 0.07
H 1.993 4.576 -0.575 0.06
H 3.370 3.494 -0.394 0.08
H 1.698 4.501 1.980 0.11
H 3.051 3.408 2.059 0.12
H 2.952 1.273 1.628 0.14
H -2.649 0.832 0.036 0.14
H 0.073 4.868 0.743 0.10
H -2.619 5.609 -2.233 0.14
H -0.946 5.654 -1.665 0.13
H -2.826 7.924 -1.969 0.13
H -1.111 7.999 -1.530 0.13
H -2.415 8.829 0.263 0.18
H -1.779 7.344 0.690 0.18
H -4.508 7.730 -0.260 0.13
H -4.028 7.524 1.436 0.13
H -4.407 5.425 -0.594 0.13
H -3.986 5.192 1.101 0.14
C -0.979 -0.471 2.072 0.03
N -0.643 -0.576 -0.369 -0.08
C 0.238 -0.312 -1.504 -0.01
C -1.905 -2.607 -0.308 -0.10
C -1.698 -4.008 0.209 -0.21
C -2.772 -4.889 0.270 -0.06
C -2.574 -6.171 0.756 -0.11
C -1.304 -6.551 1.173 -0.10
C -0.246 -5.656 1.091 -0.09
C -0.398 -4.352 0.606 -0.04
H -0.790 0.144 2.952 0.10
H -0.632 -1.482 2.272 0.09
H -2.054 -0.485 1.885 0.08
H 0.218 0.762 -1.700 0.09
H -0.152 -0.843 -2.370 0.10
H 1.266 -0.633 -1.331 0.09
H -2.185 -2.570 -1.366 0.14
H -2.645 -2.051 0.276 0.12
H -3.760 -4.584 -0.063 0.11
H -3.398 -6.872 0.802 0.09
H -1.141 -7.553 1.553 0.09
H 0.734 -5.997 1.409 0.09
O 1.796 -6.721 -3.886 -0.31
S 2.723 -5.704 -3.468 0.63
O 3.820 -5.393 -4.343 -0.31
N 1.925 -4.343 -3.038 0.00
C 2.049 -4.108 -1.761 -0.44
O 1.534 -3.110 -1.170 0.01
C 2.894 -5.093 -1.002 -0.12
C 3.253 -5.084 0.334 0.00
C 4.057 -6.121 0.791 -0.07
C 4.490 -7.128 -0.068 -0.08
C 4.143 -7.120 -1.415 -0.04
C 3.343 -6.084 -1.849 -0.21
H 2.932 -4.288 0.995 0.11
H 4.357 -6.148 1.831 0.10
H 5.115 -7.924 0.317 0.10
H 4.488 -7.890 -2.091 0.12
```

C14H23N3O2 | ωB97M-V/def2-TZVPD

Calculated values
**Total energy**: -23454.138 eV
**SMILES**: c1cc[nH]c1.c1cc[nH]c1.c1cc[nH]c1.CO.CO
**Orbital gap**: 0.307 Eh
**Relative energy (zero: lowest compared OMol25 entry of this formula, charge and spin)**: 3.025 eV
**Molecular weight**: 265.36 u
**HOMO level**: -7.84 eV

Geometry as XYZ:
```
42
Properties=species:S:1:pos:R:3:nbo_charge:R:1
C 0.495 0.296 2.284 -0.31
C -0.611 0.940 1.660 -0.31
C -1.657 0.062 1.664 -0.08
N -1.203 -1.125 2.161 -0.50
C 0.102 -0.986 2.558 -0.08
H 1.485 0.685 2.453 0.22
H -0.621 1.973 1.351 0.23
H -2.683 0.154 1.354 0.21
H -1.768 -1.920 2.395 0.41
H 0.571 -1.772 3.127 0.20
C -0.265 1.924 -2.844 -0.31
C 0.696 2.418 -3.771 -0.31
C 1.930 2.017 -3.345 -0.08
N 1.766 1.393 -2.138 -0.51
C 0.432 1.282 -1.851 -0.08
H -1.339 1.908 -2.936 0.22
H 0.479 2.982 -4.663 0.22
H 2.904 2.198 -3.764 0.20
H 2.446 0.843 -1.641 0.42
H 0.117 0.673 -1.021 0.22
C 4.133 1.852 0.104 -0.30
C 4.466 0.644 0.788 -0.31
C 5.296 -0.090 -0.016 -0.08
N 5.431 0.611 -1.189 -0.51
C 4.808 1.824 -1.087 -0.09
H 3.413 2.553 0.491 0.23
H 4.224 0.361 1.800 0.22
H 5.820 -1.022 0.096 0.21
H 6.033 0.360 -1.953 0.41
H 5.024 2.634 -1.764 0.22
C -5.781 0.189 0.645 -0.25
O -6.897 0.477 -0.209 -0.72
H -5.997 -0.592 1.378 0.16
H -4.946 -0.200 0.054 0.16
H -5.527 1.123 1.133 0.19
H -7.408 -0.332 -0.267 0.46
C -2.826 -4.451 1.388 -0.25
O -2.005 -3.633 0.582 -0.72
H -2.261 -5.264 1.861 0.17
H -3.274 -3.849 2.177 0.17
H -3.632 -4.951 0.838 0.17
H -1.373 -4.188 0.119 0.47
```

C36H66B2F10N13O4S2 | ωB97M-V/def2-TZVPD

Calculated values
**Total energy**: -116152.736 eV
**Total charge**: +3
**Orbital gap**: 0.359 Eh
**Relative energy (zero: lowest compared OMol25 entry of this formula, charge and spin)**: 0.000 eV
**Molecular weight**: 1020.75 u
**HOMO level**: -14.56 eV

Geometry as XYZ:
```
133
Properties=species:S:1:pos:R:3:lowdin_charge:R:1
C 10.482 -0.981 5.041 -0.05
C 8.989 -1.270 4.729 -0.08
N 8.271 0.087 4.462 -0.03
C 7.767 0.287 3.228 -0.02
C 7.196 1.505 3.241 0.02
N 7.380 2.089 4.494 -0.05
C 8.100 1.191 5.197 0.01
C 6.890 3.357 4.996 0.03
H 10.645 -0.268 5.823 0.07
H 11.066 -0.754 4.187 0.07
H 10.955 -1.878 5.452 0.09
H 8.432 -1.729 5.581 0.13
H 8.697 -1.806 3.812 0.12
H 7.800 -0.359 2.409 0.13
H 6.553 1.925 2.505 0.10
H 8.247 1.264 6.202 0.14
H 7.235 4.091 4.272 0.11
H 7.400 3.695 5.893 0.11
H 5.859 3.345 5.173 0.08
C -0.936 3.772 1.260 -0.06
C -0.563 4.506 2.505 -0.17
N 0.300 5.638 2.197 -0.03
C 1.647 5.564 1.677 0.02
C 2.139 6.816 1.677 0.00
N 1.165 7.670 2.195 -0.08
C 0.066 6.931 2.442 -0.01
C 1.262 9.145 2.407 0.03
H -1.359 4.439 0.530 0.08
H -1.600 2.996 1.541 0.05
H -0.067 3.371 0.689 0.10
H 0.051 3.922 3.258 0.13
H -1.402 4.931 3.052 0.13
H 2.116 4.599 1.461 0.12
H 3.095 7.221 1.441 0.13
H -0.902 7.233 2.808 0.17
H 2.138 9.315 3.044 0.11
H 0.422 9.535 2.953 0.09
H 1.287 9.644 1.442 0.10
C 3.254 -3.590 -6.506 -0.04
C 3.970 -2.360 -5.825 -0.10
N 4.082 -2.656 -4.359 -0.05
C 5.111 -3.281 -3.727 0.00
C 4.670 -3.459 -2.443 0.00
N 3.417 -2.928 -2.312 -0.04
C 3.105 -2.476 -3.490 -0.05
C 2.552 -2.856 -1.143 0.04
H 3.901 -4.436 -6.564 0.06
H 2.895 -3.402 -7.516 0.08
H 2.351 -3.778 -5.875 0.09
H 3.249 -1.502 -5.895 0.14
H 4.948 -2.169 -6.203 0.11
H 5.994 -3.570 -4.270 0.14
H 5.279 -3.813 -1.635 0.13
H 2.197 -2.061 -3.796 0.13
H 1.961 -1.911 -1.045 0.13
H 3.145 -2.900 -0.268 0.08
H 1.848 -3.683 -1.156 0.10
C -3.946 -3.785 1.509 -0.06
C -2.610 -3.789 2.253 -0.09
N -2.755 -3.330 3.731 -0.01
C -3.528 -3.928 4.729 0.00
C -3.689 -2.969 5.710 -0.01
N -3.010 -1.827 5.334 -0.07
C -2.454 -2.115 4.133 -0.04
C -2.861 -0.509 6.010 0.05
H -4.497 -2.901 1.738 0.06
H -4.512 -4.688 1.746 0.08
H -3.765 -3.781 0.439 0.06
H -1.919 -3.078 1.781 0.12
H -2.211 -4.788 2.200 0.11
H -4.002 -4.886 4.648 0.13
H -4.233 -2.903 6.663 0.15
H -1.844 -1.469 3.477 0.15
H -2.602 0.128 5.167 0.10
H -2.117 -0.534 6.836 0.12
H -3.810 -0.270 6.402 0.08
C -8.100 -1.839 -5.696 -0.07
C -7.331 -3.076 -6.152 -0.15
N -6.089 -3.248 -5.410 -0.06
C -4.826 -2.969 -5.869 0.00
C -3.983 -3.365 -4.932 0.03
N -4.732 -3.884 -3.845 -0.07
C -5.992 -3.797 -4.183 -0.01
C -4.100 -4.216 -2.627 -0.01
H -7.834 -0.881 -6.066 0.06
H -8.297 -1.762 -4.614 0.09
H -9.124 -1.823 -6.053 0.08
H -7.129 -3.024 -7.211 0.12
H -7.964 -4.022 -5.950 0.16
H -4.681 -2.625 -6.872 0.14
H -2.911 -3.467 -4.972 0.12
H -6.808 -4.135 -3.452 0.21
H -3.736 -3.362 -2.012 0.11
H -3.231 -4.775 -2.730 0.09
H -4.871 -4.721 -2.041 0.11
C -5.869 2.161 -0.718 -0.03
C -4.509 2.914 -0.849 -0.14
N -3.739 2.237 -1.844 -0.03
C -2.454 1.854 -1.746 0.00
C -2.028 1.391 -2.952 0.02
N -3.070 1.543 -3.791 -0.07
C -4.089 2.078 -3.112 -0.02
C -3.099 1.095 -5.207 0.04
H -6.599 2.838 -0.269 0.08
H -5.750 1.280 -0.011 0.10
H -6.237 1.779 -1.698 0.07
H -3.978 2.843 0.056 0.09
H -4.689 3.921 -1.068 0.11
H -1.971 1.885 -0.794 0.12
H -1.144 0.867 -3.201 0.13
H -5.039 2.384 -3.481 0.16
H -3.248 1.933 -5.915 0.11
H -3.826 0.291 -5.345 0.09
H -2.125 0.655 -5.462 0.10
B -0.405 -2.704 -3.673 -1.29
F 0.502 -3.707 -3.423 0.14
F -0.879 -2.705 -5.023 0.06
F -1.499 -2.786 -2.838 0.13
F 0.250 -1.463 -3.419 0.06
B -2.884 0.021 1.237 -1.34
F -1.752 -0.271 1.972 0.12
F -4.038 -0.572 1.780 0.10
F -2.989 1.445 1.327 0.06
F -2.837 -0.393 -0.047 0.17
N 3.408 1.184 3.040 -0.31
S 3.789 1.251 1.559 0.52
O 4.033 -0.114 1.126 -0.31
O 4.731 2.249 1.189 -0.29
F 2.325 1.703 0.795 -0.26
S 2.539 2.135 3.970 0.49
O 2.495 3.455 3.452 -0.30
O 2.951 1.979 5.325 -0.27
F 1.071 1.551 3.993 -0.16
```

C56H56GeN11OPbS | ωB97M-V/def2-TZVPD

Calculated values
**Total energy**: -150017.321 eV
**Total charge**: -1
**Orbital gap**: 0.207 Eh
**Relative energy (zero: lowest compared OMol25 entry of this formula, charge and spin)**: 1.188 eV
**Molecular weight**: 1211.02 u
**HOMO level**: -3.63 eV

Geometry as XYZ:
```
127
Properties=species:S:1:pos:R:3:lowdin_charge:R:1
Pb -0.571 0.359 -0.067 1.35
C 2.921 0.431 -0.955 -0.07
N 1.838 -0.499 -0.657 -0.27
C 1.596 -1.410 -1.765 -0.13
C 2.032 -1.204 0.615 -0.44
C 3.279 -1.951 0.713 -0.06
C 3.931 -2.149 1.876 -0.10
C 3.544 -1.422 3.044 -0.12
C 2.525 -0.535 3.028 -0.03
C 1.573 -0.372 1.927 -0.41
N 0.983 0.903 1.647 -0.07
C 0.663 1.885 2.519 -0.27
C 0.700 1.831 3.938 -0.06
C 0.290 2.889 4.737 -0.14
C -0.203 4.059 4.196 -0.13
C -0.283 4.144 2.805 -0.05
C 0.111 3.108 1.987 -0.22
N 0.000 3.207 0.561 -0.24
C 1.282 3.547 -0.059 -0.08
C -1.034 4.101 0.074 -0.11
H 3.831 -0.091 -1.282 0.08
H 3.150 0.997 -0.053 0.09
H 2.601 1.112 -1.746 0.07
H 2.476 -2.029 -2.000 0.08
H 1.316 -0.835 -2.648 0.06
H 0.764 -2.067 -1.500 0.06
H 3.718 -2.323 -0.209 0.10
H 4.829 -2.756 1.900 0.09
H 4.146 -1.510 3.941 0.10
H 2.441 0.114 3.880 0.08
H 0.980 0.918 4.434 0.07
H 0.337 2.769 5.815 0.09
H -0.526 4.881 4.821 0.08
H -0.682 5.043 2.350 0.10
H 1.567 4.580 0.189 0.09
H 1.205 3.436 -1.141 0.07
H 2.045 2.868 0.317 0.07
H -0.759 5.162 0.186 0.08
H -1.958 3.925 0.612 0.08
H -1.188 3.906 -0.988 0.08
N -3.161 1.653 -2.629 0.17
C -3.903 1.958 -1.548 -0.45
N -5.037 2.646 -1.741 0.17
C -5.718 2.891 -0.625 -0.46
N -6.910 3.536 -0.756 0.14
N -5.353 2.551 0.617 0.17
C -4.205 1.876 0.674 -0.29
N -3.461 1.531 -0.359 0.14
C -3.699 1.495 2.028 -0.21
C -4.316 1.941 3.186 -0.01
C -3.760 1.579 4.405 -0.06
C -2.627 0.789 4.421 -0.04
C -2.087 0.383 3.206 -0.13
N -2.610 0.730 2.042 0.09
H -3.386 2.161 -3.468 0.10
H -2.187 1.385 -2.510 -0.02
H -7.094 3.980 -1.638 0.09
H -7.321 3.913 0.078 0.09
H -5.198 2.559 3.117 0.10
H -4.205 1.922 5.331 0.10
H -2.145 0.503 5.347 0.10
H -1.189 -0.223 3.159 0.09
C 4.983 6.379 -7.800 -0.08
C 3.519 6.057 -7.701 -0.72
O 2.706 6.770 -7.192 0.04
S 3.063 4.444 -8.436 0.95
C 2.252 3.723 -7.027 -0.56
C 1.016 4.184 -6.583 -0.10
C 0.415 3.601 -5.483 -0.03
C 1.015 2.527 -4.810 -0.27
C 2.251 2.067 -5.282 -0.04
C 2.866 2.662 -6.369 -0.11
C 0.393 1.914 -3.680 -0.20
C -0.096 1.373 -2.690 -0.14
H 5.164 7.399 -7.467 0.08
H 5.328 6.235 -8.825 0.08
H 5.532 5.671 -7.179 0.08
H 0.539 5.007 -7.097 0.10
H -0.539 3.968 -5.128 0.11
H 2.730 1.241 -4.770 0.11
H 3.829 2.307 -6.713 0.10
C -0.559 -3.207 -4.616 -0.05
N -1.082 -1.934 -4.159 -0.20
C -1.471 -0.953 -5.160 -0.04
C -1.575 -1.853 -2.932 -0.31
N -1.997 -1.779 -1.854 0.16
H 0.316 -3.028 -5.244 0.09
H -1.303 -3.766 -5.194 0.09
H -0.255 -3.802 -3.757 0.09
H -0.595 -0.652 -5.735 0.09
H -1.859 -0.073 -4.660 0.07
H -2.230 -1.365 -5.835 0.09
C 0.774 -1.526 1.340 -0.29
Ge 0.433 -3.129 2.315 1.01
C -1.518 -3.430 2.326 -0.26
C -2.209 -3.280 1.123 -0.12
C -3.571 -3.527 1.038 -0.09
C -4.271 -3.941 2.164 -0.11
C -3.600 -4.102 3.368 -0.11
C -2.236 -3.846 3.445 -0.11
C 1.128 -4.773 1.478 -0.24
C 1.514 -4.767 0.139 -0.10
C 1.931 -5.928 -0.498 -0.10
C 1.975 -7.126 0.201 -0.11
C 1.587 -7.155 1.533 -0.10
C 1.162 -5.989 2.158 -0.12
C 0.925 -3.122 4.225 -0.26
C 0.280 -2.229 5.080 -0.12
C 0.660 -2.091 6.408 -0.09
C 1.698 -2.862 6.914 -0.11
C 2.344 -3.766 6.083 -0.10
C 1.963 -3.887 4.753 -0.12
H -1.684 -2.927 0.243 0.05
H -4.084 -3.378 0.095 0.09
H -5.337 -4.130 2.104 0.09
H -4.140 -4.421 4.252 0.09
H -1.730 -3.977 4.396 0.09
H 1.499 -3.835 -0.413 0.07
H 2.229 -5.896 -1.540 0.09
H 2.309 -8.033 -0.290 0.09
H 1.608 -8.087 2.085 0.09
H 0.835 -6.038 3.192 0.10
H -0.542 -1.625 4.707 0.08
H 0.147 -1.382 7.047 0.10
H 2.002 -2.757 7.949 0.09
H 3.159 -4.369 6.467 0.10
H 2.508 -4.569 4.110 0.09
```

C4H5N3 | ωB97M-V/def2-TZVPD

Calculated values
**Total energy**: -8695.073 eV
**Orbital gap**: 0.347 Eh
**Relative energy (zero: lowest compared OMol25 entry of this formula, charge and spin)**: 4.739 eV
**Molecular weight**: 95.10 u
**HOMO level**: -8.70 eV

Geometry as XYZ:
```
12
Properties=species:S:1:pos:R:3:nbo_charge:R:1
N -0.124 2.926 0.409 -0.33
C -0.511 1.885 0.074 0.22
C -1.031 0.584 -0.305 -0.11
C 1.202 -0.239 -0.833 -0.27
N 1.012 -1.151 0.087 -0.30
C 0.281 -1.658 0.900 0.17
N -1.495 -0.279 0.559 -0.60
H -1.255 0.441 -1.359 0.21
H 0.980 -0.520 -1.858 0.21
H 1.942 0.534 -0.646 0.22
H 0.365 -2.584 1.458 0.22
H -1.366 0.062 1.513 0.35
```